Version a
{"formula": "C8H15N3O", "method": "ωB97M-V/def2-TZVPD", "lumo_energy_ev": 0.9, "charge": 0, "species": ["C", "C", "C", "C", "C", "C", "C", "C", "N", "N", "N", "O", "H", "H", "H", "H", "H", "H", "H", "H", "H", "H", "H", "H", "H", "H", "H"], "xyz": [[-3.4930, -0.6311, -0.7891], [-2.8015, -0.5702, 1.1310], [3.0944, -1.0149, -1.2215], [0.7099, -0.6467, 1.4449], [0.0368, 2.3088, 0.6373], [1.5338, -0.9088, -1.0095], [1.2575, 0.0454, 0.1869], [0.2777, 1.2134, -0.3206], [-3.6407, -1.2412, 0.3058], [-2.4993, 0.2502, -0.7081], [-2.0991, 0.4024, 0.5730], [-0.0298, 1.2619, -1.4878], [-3.7770, -0.9303, -1.7602], [-2.6608, -0.8383, 2.2044], [3.4084, 0.0210, -1.1707], [3.3294, -1.5710, -0.3523], [3.4032, -1.6934, -2.0663], [1.1820, -0.3639, 2.3979], [-0.2641, -0.3156, 1.6739], [0.7050, -1.7072, 1.3661], [-0.9738, 2.6275, 0.7267], [0.7548, 3.1796, 0.2371], [0.4612, 2.1468, 1.6191], [0.9375, -0.5250, -1.8496], [1.2300, -1.9091, -0.6415], [2.2480, 0.4422, 0.2784], [-2.3306, 0.9675, -1.4052]], "lowdin_charge": [-0.221, -0.212, -0.083, -0.055, -0.037, -0.213, -0.273, -0.442, 0.088, 0.021, 0.061, 0.032, 0.118, 0.126, 0.065, 0.049, 0.088, 0.084, 0.014, 0.065, 0.057, 0.146, 0.072, 0.094, 0.099, 0.107, 0.149]}


Version b
{"formula": "C8H15N3O", "method": "ωB97M-V/def2-TZVPD", "lumo_energy_ev": [0.6, 0.4], "charge": 0, "species": ["C", "C", "C", "C", "C", "C", "C", "C", "N", "N", "N", "O", "H", "H", "H", "H", "H", "H", "H", "H", "H", "H", "H", "H", "H", "H", "H"], "xyz": [[-2.8817, 0.0417, 1.1075], [-2.3600, -0.7058, -0.8889], [1.3322, -0.4353, -1.1598], [1.4015, -1.9128, 0.9412], [-0.0114, 0.6298, 1.6824], [-1.0234, 1.9292, -1.5066], [0.4563, -1.1798, -0.1165], [-0.4874, -0.2529, 0.5645], [-3.9490, 0.0217, 0.3776], [-3.5918, -0.4039, -0.8357], [-1.8212, -0.4641, 0.3768], [-1.6942, 2.7520, -0.5931], [-2.7483, 0.2636, 2.1267], [-1.6552, -0.9961, -1.7403], [1.7415, 0.5510, -0.7181], [2.1029, -1.1166, -1.4883], [0.6793, -0.3291, -2.0215], [2.1601, -1.3473, 1.4808], [0.9710, -2.4825, 1.7530], [1.9436, -2.5788, 0.2574], [1.1276, 0.4312, 1.6761], [-0.4071, 0.4083, 2.6456], [-0.1944, 1.6012, 1.3308], [0.0462, 2.0963, -1.5050], [-1.5083, 1.8359, -2.4315], [0.0080, -1.9705, -0.6296], [-2.6911, 2.6009, -0.7339]], "lowdin_charge": [-0.137, -0.168, -0.062, -0.059, -0.014, -0.076, -0.363, -0.273, 0.010, -0.010, -0.021, -0.100, 0.111, 0.152, 0.115, 0.066, 0.060, 0.065, 0.073, 0.073, 0.104, 0.072, 0.056, 0.051, 0.046, 0.099, 0.129]}


version a has the most favorable energy; the next structure is 315.9 kJ/mol above.


Version a
{"formula": "C5H6NO", "method": "ωB97M-V/def2-TZVPD", "lumo_energy_ev": -6.1, "charge": 1, "species": ["C", "C", "C", "C", "C", "N", "O", "H", "H", "H", "H", "H", "H"], "xyz": [[-2.3488, 0.1574, 0.0538], [-1.7818, 1.2313, 0.3803], [-1.4597, -1.0338, -0.3947], [0.2103, 0.3154, 0.0487], [2.5527, -0.0869, 0.1233], [-0.2173, -0.9026, -0.4129], [1.3544, 0.6995, 0.2322], [-3.4140, 0.0153, -0.1881], [-1.5892, 2.2149, 0.5519], [-2.0046, -1.9096, -0.8223], [2.6020, -0.4234, -0.9029], [2.6808, -0.7841, 0.9322], [3.4153, 0.5066, 0.3985]], "lowdin_charge": [-0.094, 0.240, -0.017, -0.084, 0.042, 0.134, 0.081, 0.137, 0.063, 0.159, 0.117, 0.113, 0.109]}


Version b
{"formula": "C5H6NO", "method": "ωB97M-V/def2-TZVPD", "smiles": "C1=[N+]([C@@]23C[C@H]2O3)C1", "lumo_energy_ev": -5.3, "charge": 1, "species": ["C", "C", "C", "C", "C", "N", "O", "H", "H", "H", "H", "H", "H"], "xyz": [[1.5000, 1.0335, 0.5236], [0.4733, 1.8858, -0.0225], [-1.0778, -1.9488, -0.1719], [-1.8339, -0.7143, -0.1848], [-0.5993, -0.8825, 0.7498], [0.4349, 0.4072, 0.1881], [-1.8168, -0.2546, 1.0850], [2.5580, 1.0867, 0.7608], [-0.2826, 2.3213, 0.6757], [0.5069, 2.1253, -1.0110], [-1.5910, -2.7166, 0.5609], [-0.4689, -2.3241, -1.0014], [-1.6732, -0.0288, -1.0433]], "lowdin_charge": [0.100, 0.005, 0.023, -0.162, -0.071, 0.099, 0.120, 0.160, 0.144, 0.083, 0.186, 0.149, 0.162]}


version a has the most favorable energy; the next structure is 263.9 kJ/mol above.


Version a
{"formula": "C4H5OP", "method": "ωB97M-V/def2-TZVPD", "lumo_energy_ev": -0.8, "charge": 0, "species": ["C", "C", "C", "C", "O", "P", "H", "H", "H", "H", "H"], "xyz": [[-1.0375, -0.5021, 0.3098], [0.3891, -0.9974, 0.2961], [-0.9007, 0.9979, -0.2319], [0.6141, 1.0296, -0.1410], [-2.0031, -1.1848, 0.5371], [1.1210, -2.4681, 0.4308], [-1.4643, 0.9480, -1.1000], [-1.3406, 1.6436, 0.3838], [1.1225, 1.3587, 0.7136], [1.1125, 1.3237, -0.9667], [2.3871, -2.1489, -0.2316]], "lowdin_charge": [-0.474, -0.445, -0.123, 0.016, 0.078, 0.834, 0.096, 0.060, 0.056, 0.026, -0.123]}


Version b
{"formula": "C4H5OP", "method": "ωB97M-V/def2-TZVPD", "lumo_energy_ev": [-0.5, -0.5], "charge": 0, "species": ["C", "C", "C", "C", "O", "P", "H", "H", "H", "H", "H"], "xyz": [[1.3042, -0.0120, 0.7316], [2.4681, -0.4229, 0.1316], [-0.0502, -0.3773, 0.1773], [-0.3836, 0.8452, -0.7638], [3.5446, -0.6035, -0.3409], [0.8896, 2.0235, 0.0013], [1.4498, -0.1641, 1.7721], [0.0306, -1.3375, -0.2972], [-0.7428, -0.5233, 1.1145], [-0.0895, 0.6461, -1.8553], [-1.4124, 1.1435, -0.6847]], "lowdin_charge": [-0.437, -0.097, -0.296, -0.531, 0.196, 0.728, 0.107, 0.085, 0.146, 0.066, 0.033]}


version b has the most favorable energy; the next structure is 51.4 kJ/mol above.


Version a
{"formula": "C2H8NOS", "method": "ωB97M-V/def2-TZVPD", "lumo_energy_ev": [-7.0, -6.3], "charge": 1, "species": ["C", "C", "N", "O", "S", "H", "H", "H", "H", "H", "H", "H", "H"], "xyz": [[0.9869, 1.4204, 0.5178], [-0.7732, -0.1525, -1.4310], [-1.2408, -1.2612, 1.2745], [1.6461, -0.9241, -0.2866], [0.4451, -0.2135, -0.0476], [2.0469, 1.1694, 0.9032], [0.5414, 2.0592, 1.2808], [1.1430, 1.9348, -0.3520], [-0.7398, -1.0882, -1.8429], [-0.5906, 0.6435, -2.1461], [-1.6743, -0.1312, -0.9543], [-0.5808, -1.2188, 2.0244], [-1.2101, -2.2378, 1.0596]], "lowdin_charge": [-0.118, -0.102, 0.110, -0.313, 0.991, 0.121, 0.093, 0.033, 0.047, 0.094, 0.024, -0.004, 0.024]}


Version b
{"formula": "C2H8NOS", "method": "ωB97M-V/def2-TZVPD", "lumo_energy_ev": [-6.4, -6.4], "charge": 1, "species": ["C", "C", "N", "O", "S", "H", "H", "H", "H", "H", "H", "H", "H"], "xyz": [[0.0455, 1.5480, -0.3834], [-0.1422, -1.2670, -0.9372], [0.4524, -0.4520, 1.6765], [3.2978, -0.1773, 0.0553], [0.8098, -0.0681, 0.0994], [0.4790, 1.8184, -1.4054], [0.4180, 2.3852, 0.2355], [-1.0819, 1.5060, -0.3129], [-1.2798, -1.2988, -0.6770], [0.2771, -2.2807, -0.8575], [-0.0370, -0.8336, -1.9415], [1.1834, -0.9673, 2.1463], [-0.4137, -0.6234, 2.2293]], "lowdin_charge": [-0.200, -0.207, -0.211, -0.093, 1.013, 0.101, 0.074, 0.091, 0.114, 0.071, 0.061, 0.068, 0.119]}


version a has the most favorable energy; the next structure is 161.9 kJ/mol above.